(1)
Molecular formula: C30H44N2O6P2Sn
Method: DFT, ωB97M-V with the def2-TZVPD basis set

The geometry in ORCA input format:
```
! RIJCOSX wB97M-V def2-TZVPD def2/J DEFGRID3
* xyz 2 1
Sn -0.11766 0.16744 1.04243
C -0.74870 -2.62459 1.89133
C 0.55517 -2.98073 1.44201
C 0.80726 -1.33025 3.04248
C -0.61452 -1.57764 2.86740
C 1.50863 -2.18354 2.14417
C -2.04003 -3.15638 1.40165
H -1.97271 -3.53041 0.36954
H -2.82730 -2.38545 1.42484
H -2.38882 -3.98865 2.03410
C -1.71052 -0.92013 3.61695
H -2.69322 -1.12717 3.17376
H -1.59785 0.17337 3.65018
H -1.71023 -1.26637 4.66162
C 1.42674 -0.39528 3.99707
H 1.56535 -0.86017 4.98669
H 0.80312 0.49573 4.13798
H 2.40467 -0.02967 3.65337
C 2.97272 -2.15259 1.94363
H 3.49435 -2.78075 2.68167
H 3.36046 -1.12871 2.06736
H 3.27311 -2.49597 0.94442
C 0.88193 -3.96343 0.38027
H 1.13478 -4.94276 0.81881
H 1.75426 -3.64196 -0.21612
H 0.03898 -4.12099 -0.31327
C -1.63872 0.85907 -5.94903
C -1.71405 -0.48328 -5.94608
C -0.90233 -1.43386 -6.77349
C 0.45946 -0.91386 -7.28668
C 1.39544 -0.43570 -6.21066
C 1.46544 0.77496 -5.65048
C 0.65990 1.98847 -6.01668
C -0.68976 1.72778 -6.72127
H -1.48946 -1.75907 -7.64934
H 0.29254 -0.16864 -8.07181
H -0.72644 -2.34961 -6.18886
H -0.50584 1.36839 -7.73921
H -2.38380 1.41815 -5.37269
H -2.52351 -0.95422 -5.37971
H -1.17796 2.70887 -6.83843
H 0.47164 2.57659 -5.10577
H 2.26840 0.96911 -4.92620
H 1.25802 2.64700 -6.66933
H 0.95184 -1.76387 -7.78597
H 2.13383 -1.19152 -5.90770
P -1.21204 -0.17974 -1.44169
C -2.79482 0.69075 -1.27169
C -1.35965 -1.68631 -2.43494
P 1.64274 0.38323 -1.03556
C 0.17484 0.85807 -2.15524
C 2.58649 -0.87165 -1.95121
C 2.69311 1.80781 -0.62752
H -2.72459 1.42869 -0.45627
H -3.56713 -0.04723 -0.99923
H -3.06363 1.18844 -2.21421
H -1.47882 -1.45874 -3.50731
H -2.23160 -2.25705 -2.08353
H -0.46916 -2.31289 -2.29785
H 2.97379 2.36228 -1.53339
H 3.59732 1.42775 -0.12776
H 2.16194 2.46488 0.07662
H -0.05423 1.93251 -2.01708
H 0.37017 0.60529 -3.21270
H 3.52978 -1.06319 -1.41965
H 2.80728 -0.54065 -2.97813
H 2.02197 -1.81137 -1.99673
O -1.41464 3.54964 2.42873
C -0.61088 2.79146 2.95735
O 0.27127 1.99460 2.36565
C -0.56742 2.71576 4.51095
C -1.77110 2.78516 5.22981
C -1.78335 2.62042 6.63819
C -0.60052 2.31566 7.32277
C 0.60108 2.20584 6.60788
C 0.62265 2.46987 5.22325
N 1.78404 1.68215 7.25350
O 1.72616 1.44646 8.47919
O 2.78842 1.40548 6.55832
N -3.01267 2.82327 7.36198
O -4.03885 3.14609 6.71442
O -3.02551 2.71337 8.60634
H -2.70713 2.98976 4.71502
H -0.58535 2.19000 8.39189
H 1.55537 2.39637 4.66484
*
```

Values from the calculation:
ΔE to the lowest compared entry with this formula, charge and spin (kcal per mole): 0.0
LUMO level (spin up / spin down) (eV): -8.93 / -9.12
HOMO-LUMO gap (spin up / spin down) (eV): 4.976 / 4.780

---

(2)
Molecular formula: C30H45As3Cl2NO2STeZr
Method: DFT, ωB97M-V with the def2-TZVPD basis set

The geometry in ORCA input format:
```
! RIJCOSX wB97M-V def2-TZVPD def2/J DEFGRID3
* xyz 3 1
Zr 1.02121 1.20858 0.32366
C 1.89988 0.84632 -3.82282
As 1.42453 1.88770 -2.24304
C 2.60193 3.40747 -2.59520
C -0.24279 2.82791 -2.76018
C -1.58409 2.07474 -2.95386
C -1.63546 1.55438 -4.39582
C -1.74711 0.85236 -2.03771
As -1.64514 0.99843 -0.05841
C -2.48297 -0.72426 0.34076
C -3.18563 2.08889 0.48911
C -2.68476 3.11232 -2.69149
As -4.68083 2.85711 -2.92250
C -4.96933 0.91521 -3.11889
C -4.76911 3.30559 -4.82468
H 1.59300 1.39960 -4.70812
H 1.44655 -0.14127 -3.82474
H 2.98315 0.73837 -3.83240
H 2.49829 3.68514 -3.64268
H 3.64000 3.12780 -2.41651
H 2.34933 4.26918 -1.97984
H -0.01429 3.37298 -3.67807
H -0.36937 3.59086 -1.98698
H -0.79757 0.88168 -4.59024
H -1.57934 2.38567 -5.09938
H -2.55530 1.00694 -4.58983
H -0.99456 0.10104 -2.29742
H -2.72159 0.40732 -2.24438
H -3.50362 -0.69659 -0.03794
H -2.51663 -0.87205 1.42046
H -1.95965 -1.55858 -0.12256
H -3.96836 1.97152 -0.25890
H -2.95333 3.14620 0.59913
H -3.54338 1.70282 1.44227
H -2.49689 3.97842 -3.33348
H -2.57116 3.47271 -1.66370
H -4.83552 0.37527 -2.18079
H -4.37094 0.45590 -3.90391
H -6.01724 0.80854 -3.40106
H -4.36256 4.30192 -4.99243
H -5.81234 3.31638 -5.13687
H -4.22997 2.58550 -5.43937
Cl 0.09644 3.69044 0.73064
C 1.68899 4.32629 1.19597
Cl 2.87663 3.09466 0.71752
H 1.72498 4.46218 2.27207
H 1.88238 5.25162 0.66269
C 4.37684 -5.78841 4.49451
O 3.47256 -4.72305 4.16293
C 2.22097 -5.01848 3.79040
C 1.68496 -6.29609 3.68540
C 0.37129 -6.46146 3.28713
C -0.42654 -5.36176 2.97297
C 0.09581 -4.09051 3.05809
C 1.41789 -3.90424 3.46870
N 2.10108 -2.67531 3.49308
C 1.73487 -1.43854 3.36613
C 0.41545 -0.86293 3.49009
C -0.57998 -1.45091 4.28621
C -1.75822 -0.78911 4.55522
C -1.96563 0.48634 4.04514
C -0.99809 1.09424 3.25972
C 0.19629 0.43674 2.97652
O 1.13898 1.04949 2.19877
H 4.57163 -6.41785 3.62602
H 3.97831 -6.38976 5.31085
H 5.29574 -5.30825 4.81202
H 2.29103 -7.16342 3.90500
H -0.03600 -7.46081 3.21590
H -1.45216 -5.50713 2.66411
H -0.51859 -3.23924 2.80459
H 3.10388 -2.83727 3.61008
H 2.55247 -0.73159 3.27020
H -0.39383 -2.41658 4.73840
H -2.50831 -1.24943 5.18355
H -2.87370 1.02483 4.28457
H -1.12654 2.11929 2.93466
Te 0.96923 -1.55154 -0.26230
C 2.86222 -1.03529 -1.01596
C 3.64742 -0.01377 -0.52881
C 4.84425 0.16515 -1.28009
C 4.94248 -0.73498 -2.29281
S 3.58931 -1.78639 -2.37143
H 3.46127 0.45754 0.43221
H 5.61861 0.88311 -1.04895
H 5.75628 -0.86386 -2.99087
*
```

Values from the calculation:
ΔE to the lowest compared entry with this formula, charge and spin (kcal per mole): 0.0
LUMO level (eV): -9.23
HOMO-LUMO gap (eV): 5.504

---

(3)
Molecular formula: C30H45BN7O2S2Sm
Method: DFT, ωB97M-V with the def2-TZVPD basis set

The geometry in ORCA input format:
```
! RIJCOSX wB97M-V def2-TZVPD def2/J DEFGRID3
* xyz 0 6
Sm 0.02395 -0.54089 0.25029
C -1.74442 2.79666 -2.46066
C -1.24404 2.04149 -1.25535
N -0.35594 1.03869 -1.37877
N 0.10951 0.84280 -2.69720
C 0.34053 -0.37332 -3.04504
N 0.90331 -0.55085 -4.29789
S 0.07967 -1.87052 -2.15755
C -1.71909 2.40570 -0.01254
C -2.64036 3.46309 0.21982
C -3.28571 3.58976 1.40997
C -3.15622 2.49129 2.33862
C -2.19086 1.57738 2.18995
N -1.14690 1.78779 1.19389
H -1.30984 2.40122 -3.36985
H -1.47848 3.85232 -2.37849
H -2.83050 2.73026 -2.52272
H 0.81045 0.23906 -4.91686
H 0.77266 -1.45820 -4.70860
H -2.85967 4.15224 -0.58674
H -3.99502 4.38466 1.58753
H -3.88092 2.35198 3.13288
H -2.07561 0.75370 2.87324
N -1.68747 -1.66645 2.03749
C -1.12952 -1.97998 3.36798
C -0.18598 -0.89067 3.84076
N 0.81133 -0.61676 2.80352
H -2.42546 -0.97074 2.09279
H -2.11750 -2.49257 1.63746
H -0.57278 -2.91402 3.26358
H -1.90618 -2.14950 4.11924
H 0.26581 -1.21045 4.78536
H -0.71383 0.03845 4.04996
H 1.49866 -1.36052 2.72638
H 1.29963 0.24204 3.02863
C 1.43366 -5.94681 0.11183
C 0.45330 -5.08880 0.58658
C 0.70938 -3.73145 0.69458
C 1.94382 -3.15432 0.34597
C 2.90486 -4.03719 -0.18103
C 2.64718 -5.39352 -0.28430
N 2.07176 -1.78302 0.47379
C 3.29383 -1.13541 0.33813
C 4.53008 -1.64088 0.77764
C 5.69496 -0.90789 0.61485
C 5.68770 0.34759 0.01542
C 4.47233 0.87558 -0.39617
C 3.30491 0.15134 -0.21286
H 1.25202 -7.00980 0.03043
H -0.52184 -5.47202 0.86587
H -0.10001 -3.09174 1.02926
H 3.84542 -3.65219 -0.54665
H 3.41512 -6.03506 -0.70101
H 4.57072 -2.60644 1.26301
H 6.63102 -1.32805 0.96396
H 6.60785 0.89814 -0.12766
H 4.42451 1.85214 -0.86302
H 2.37813 0.60443 -0.56215
C -3.02824 -3.11494 -1.01760
S -2.92278 -1.32243 -0.90540
C -4.44142 -1.00735 0.00671
H -3.22403 -3.56121 -0.03889
H -2.08184 -3.48565 -1.40542
H -3.82822 -3.40425 -1.69828
H -5.31005 -1.28434 -0.59035
H -4.48102 0.06220 0.21453
H -4.47854 -1.54773 0.95607
C 1.72007 3.93190 4.37119
C 1.73074 3.20771 3.04082
C 2.91437 2.25582 2.96963
O 0.51864 2.39237 2.96662
B -0.01021 2.55210 1.70554
O 0.67264 3.44275 0.93070
C 1.60595 4.14697 1.78642
C 0.96617 5.49054 2.09610
C 2.89566 4.33461 1.01335
H 1.80275 3.20753 5.18247
H 0.80227 4.49884 4.51093
H 2.56806 4.61631 4.44440
H 2.88148 1.57612 3.82434
H 3.86424 2.78877 3.01681
H 2.91449 1.66573 2.05118
H 0.00188 5.36749 2.59169
H 0.79133 6.01850 1.15885
H 1.61001 6.10542 2.72653
H 3.28963 3.38667 0.65111
H 3.65619 4.81342 1.63482
H 2.70936 4.97523 0.15119
*
```

Values from the calculation:
ΔE to the lowest compared entry with this formula, charge and spin (kcal per mole): 9.3
LUMO level (spin up / spin down) (eV): -0.11 / 0.16
HOMO-LUMO gap (spin up / spin down) (eV): 5.882 / 6.154

---

(4)
Molecular formula: C30H45BrIrO2P2
Method: DFT, ωB97M-V with the def2-TZVPD basis set

The geometry in ORCA input format:
```
! RIJCOSX wB97M-V def2-TZVPD def2/J DEFGRID3
* xyz 2 6
Ir 0.71288 -2.57107 -1.82956
C -1.37223 -1.90435 0.91335
C -1.02255 -2.97522 0.06979
C 0.92885 -2.01114 0.96943
C -0.18458 -1.34407 1.47853
C 0.44264 -3.12892 0.11110
C -2.74736 -1.47130 1.25253
H -3.47975 -1.92225 0.57959
H -2.86005 -0.37509 1.17990
H -3.00766 -1.75291 2.28816
C -0.14299 -0.27523 2.50064
H -1.12061 0.20489 2.59406
H 0.60537 0.48662 2.22130
H 0.15545 -0.66715 3.48810
C 2.31693 -1.79109 1.37650
H 2.54695 -2.26810 2.34567
H 2.50047 -0.70767 1.47241
H 2.96442 -2.22460 0.61207
C 1.13213 -4.41832 -0.10761
H 2.06728 -4.46416 0.46545
H 1.35554 -4.56440 -1.19949
H 0.47657 -5.24490 0.19379
C -1.93343 -3.99084 -0.47507
H -1.93896 -4.89024 0.16352
H -1.61214 -4.28827 -1.48471
H -2.95234 -3.58200 -0.52318
C -2.77030 4.94431 0.62950
C -3.90224 4.23283 0.55672
C -4.12362 2.88608 -0.06975
C -3.31357 2.53918 -1.35392
C -2.12094 1.64969 -1.08737
C -1.01819 2.06678 -0.43491
C -0.95140 3.19195 0.52977
C -1.44579 4.57255 0.03628
H -5.20091 2.88050 -0.32573
H -3.01882 3.46131 -1.86806
H -3.99307 2.08477 0.68104
H -1.40376 4.61768 -1.06729
H -2.76808 5.90550 1.16058
H -4.80409 4.66530 1.01278
H -0.70363 5.29665 0.42102
H -1.47266 2.88288 1.45703
H -0.08386 1.49490 -0.49621
H 0.10516 3.30183 0.82151
H -3.99649 2.03766 -2.06966
H -2.21760 0.60646 -1.41170
P 0.21104 -1.09634 -3.27745
C 0.08846 0.67905 -3.36304
C -1.25001 -1.96502 -3.93550
P 1.90603 -3.20576 -3.47507
C 1.62330 -1.57877 -4.33631
C 1.41871 -4.33844 -4.81504
C 3.69091 -3.47745 -3.38338
H 0.76661 1.09683 -2.60503
H -0.92681 1.01815 -3.12367
H 0.36849 1.07697 -4.35884
H -1.20767 -2.04569 -5.02557
H -2.13011 -1.38082 -3.64936
H -1.32001 -2.95715 -3.47178
H 4.18515 -3.21147 -4.33109
H 3.84783 -4.54495 -3.15887
H 4.12474 -2.88229 -2.56647
H 2.48199 -0.90899 -4.16877
H 1.34350 -1.69937 -5.39191
H 2.03255 -5.24565 -4.74460
H 1.59236 -3.84456 -5.78085
H 0.36464 -4.62183 -4.75526
Br -0.48024 3.78834 3.91176
C 1.19031 3.33809 4.67363
C 1.34032 3.41736 6.06521
C 2.55785 3.06329 6.65027
C 3.62054 2.63215 5.83864
C 3.46241 2.57526 4.45217
C 2.24244 2.92644 3.85955
C 2.08900 2.90517 2.34838
O 2.17831 4.04469 1.83556
O 1.89940 1.78325 1.79788
H 0.51708 3.75863 6.67856
H 2.68208 3.11608 7.73842
H 4.58080 2.34919 6.28458
H 4.28103 2.25854 3.80536
*
```

Values from the calculation:
ΔE to the lowest compared entry with this formula, charge and spin (kcal per mole): 0.0
LUMO level (spin up / spin down) (eV): -5.39 / -8.38
HOMO-LUMO gap (spin up / spin down) (eV): 6.865 / 4.413

---

(5)
Molecular formula: C30H45BrN2P2PdS
Method: DFT, ωB97M-V with the def2-TZVPD basis set

The geometry in ORCA input format:
```
! RIJCOSX wB97M-V def2-TZVPD def2/J DEFGRID3
* xyz 0 1
N 5.36214 -3.61545 -4.72590
C 5.67063 -2.41853 -4.21797
C 4.76785 -1.69493 -3.43140
C 3.50406 -2.25945 -3.08725
C 3.21945 -3.54262 -3.64900
C 4.17828 -4.15720 -4.46616
C 2.64929 -1.63946 -2.12655
Pd 0.36072 -1.06760 -0.81396
P -2.05066 -1.54613 2.36347
C 1.74182 -2.39933 -1.31103
C 2.13766 -2.57509 0.12407
C 1.57253 -3.65369 0.83046
C 2.17426 -4.16154 1.97639
C 3.31384 -3.50807 2.48129
C 3.83231 -2.36817 1.84990
C 3.23105 -1.88489 0.69041
Br 4.16752 -4.19349 3.96854
H 2.82764 -0.58445 -1.90387
H 1.28619 -3.30357 -1.75332
H 5.09762 -0.73987 -3.03034
H 2.30346 -4.06877 -3.39827
H 6.66215 -2.03097 -4.46115
H 3.95574 -5.12565 -4.92954
H 0.65240 -4.08441 0.43104
H 3.60423 -0.98615 0.20524
H 1.75059 -5.01972 2.49008
H 4.72199 -1.89897 2.25562
P -1.36775 -0.81257 -2.30929
C -0.36904 -1.76628 2.98990
C -0.43263 -2.36300 4.40784
H 0.12685 -0.78174 2.99180
H 0.19718 -2.41629 2.30631
H 0.48579 -2.15712 4.96360
H -1.27134 -1.93301 4.96649
H -0.56406 -3.45057 4.38636
C -2.52218 -3.07762 1.51169
C -3.44841 -3.95569 2.36434
H -1.60453 -3.61111 1.21631
H -3.09404 -2.80203 0.61527
H -3.59095 -4.92661 1.87692
H -3.05518 -4.12042 3.37380
H -4.43615 -3.48625 2.45304
C -2.16158 -0.07622 1.32255
C -2.94028 1.00195 2.08740
H -2.67530 -0.35247 0.39035
H -1.14821 0.26791 1.05267
H -3.20719 1.82784 1.41971
H -3.85563 0.57145 2.51591
H -2.34676 1.42009 2.90934
C -2.48690 0.62993 -2.13500
C -3.44668 0.91217 -3.30004
H -1.83403 1.49671 -1.95033
H -3.06741 0.46927 -1.21646
H -2.91481 1.25695 -4.19798
H -4.07483 0.04582 -3.55700
H -4.12085 1.72240 -2.98897
C -2.35572 -2.25801 -1.77186
C -2.15836 -3.54577 -2.56015
H -3.40808 -1.95441 -1.70913
H -1.99806 -2.43470 -0.74608
H -2.51601 -3.45307 -3.59300
H -1.10146 -3.84793 -2.56566
H -2.72584 -4.35698 -2.08267
C -1.14129 -0.98297 -4.11290
C -0.40136 0.12449 -4.87946
H -2.15272 -1.10007 -4.53061
H -0.60762 -1.92996 -4.26669
H 0.04005 -0.32567 -5.78039
H -1.07287 0.91936 -5.23338
H 0.41898 0.57996 -4.30708
S 1.29346 1.15297 -0.99048
C 0.49761 2.10126 0.16747
N -0.33058 3.09455 -0.32595
C -1.11759 3.86749 0.48155
C -0.99492 3.73077 1.84946
C -0.05748 2.84039 2.38945
C 0.70070 2.03808 1.54386
H -0.36517 3.21234 -1.33700
H -1.78821 4.56550 -0.02321
H -1.61569 4.34096 2.49960
H 0.08209 2.77351 3.46748
H 1.45895 1.34290 1.89018
*
```

Values from the calculation:
ΔE to the lowest compared entry with this formula, charge and spin (kcal per mole): 65.2
LUMO level (spin up / spin down) (eV): -0.44 / -0.45
HOMO-LUMO gap (spin up / spin down) (eV): 5.490 / 5.742

---

Max |F|: 0.0769 0.0511 0.0167 0.0885 0.0500 (hartree/bohr)